87
Properties=species:S:1:pos:R:3 method="wB97M-V/def2-TZVPD" e_homo_ev="-10.93 / -10.93" multiplicity=2 charge=+1 fmax_ha_per_bohr=0.17658
H -5.111 0.217 -6.855
O -2.503 -1.433 -3.990
C 1.147 -2.674 0.732
H -4.129 -1.743 -7.940
H 1.780 1.210 2.283
F 4.079 -1.564 4.769
H 4.567 5.010 -4.002
H 5.645 3.608 -3.900
C 1.107 2.159 -0.795
Al -0.064 -4.156 2.090
C 4.106 1.403 1.382
C 4.659 4.070 -2.042
H 5.278 1.616 1.416
C -4.109 -1.790 -1.643
C -1.187 0.767 -0.157
H -0.402 3.736 -0.136
O -2.771 -1.205 -6.459
H -4.187 -2.684 -6.423
C 0.789 -1.144 0.159
H -4.580 -3.854 0.317
H 1.407 -0.405 0.830
C 0.760 3.194 1.749
H 1.856 1.400 -0.312
H 0.118 0.403 -2.066
H -3.047 -3.022 3.090
H -6.050 -1.127 -6.147
O 1.495 -2.712 2.042
H -0.846 -0.173 2.523
C -3.247 0.652 2.628
C -3.431 -3.554 0.201
H -3.789 -2.720 -2.320
F 4.702 -1.256 2.720
F 6.835 -1.481 4.729
H -0.204 2.689 2.190
H -2.462 0.967 3.440
H 5.940 1.029 6.436
H 0.814 4.273 2.257
Cl 3.416 2.960 -4.221
H 3.896 0.619 2.257
H 1.350 4.432 -0.161
H -0.824 2.053 -2.006
C -3.441 -1.914 3.217
H 6.036 2.536 6.206
O 6.175 1.856 6.883
H -5.264 -1.892 -1.484
C -1.664 -1.782 -0.652
C 2.066 2.367 2.296
O -2.330 0.845 -5.102
H 3.906 0.832 0.361
N -3.777 -0.972 0.749
H -3.050 -4.202 -0.726
F 6.176 -2.410 2.890
F 5.617 -0.113 4.312
H -3.346 1.392 1.726
F 5.294 -2.998 4.775
H -2.773 -3.898 1.113
H 1.659 2.590 -1.761
H -3.774 -0.819 -2.212
C -0.802 -0.787 0.326
Br -2.950 -5.322 -2.357
O -4.522 -0.348 -4.974
O 3.305 2.642 1.524
P 5.450 -1.637 4.032
H -1.322 1.498 0.747
H 5.532 4.616 -1.672
C -3.235 -1.985 -0.231
C -4.055 -1.685 -6.851
H -2.924 -1.517 4.217
H -1.039 -2.041 2.343
C -0.182 1.301 -1.339
C 0.728 3.457 0.131
C -1.355 -1.017 1.853
C -5.051 -0.695 -6.252
F 1.045 -3.910 -0.107
H -2.264 0.670 -0.659
H -4.593 -1.926 3.444
C -2.978 -0.885 2.028
H -1.631 -1.306 -1.738
H 4.674 3.067 -1.602
S -2.897 -0.480 -5.004
H -4.314 0.628 3.150
O -5.087 -1.133 1.007
C 4.689 4.016 -3.560
H 2.251 2.659 3.420
Cl 3.220 4.922 -1.426
H -1.203 -2.866 -0.770
H 1.193 -1.125 -0.939